No. 1
Formula: C2H7O2PS
Source: the OMol25 dataset
Level of theory: ωB97M-V/def2-TZVPD

Results
Maximum force in eV/Å: 3.65
Gap between HOMO and LUMO (alpha / beta) in eV: 7.159 / 7.542

Structure (ORCA input):
```
! wB97M-V def2-TZVPD RIJCOSX def2/J DEFGRID3
* xyz 0 1
C 0.720 -1.390 -0.178
C 0.804 -0.103 0.657
O -3.073 0.215 0.238
O 1.917 1.460 -0.999
P -1.914 1.338 -0.107
S 1.979 1.172 0.621
H 0.107 -1.157 -1.008
H 1.691 -1.610 -0.436
H 0.224 -2.177 0.448
H 0.448 -0.440 1.687
H -3.023 -0.561 -0.223
H 2.679 0.965 -1.373
H -2.557 2.288 0.674
*
```

=====

No. 2
Formula: C33H28Cl6O21
Source: the OMol25 dataset
Level of theory: ωB97M-V/def2-TZVPD

Results
Maximum force in eV/Å: 4.71
Structure (SMILES): O=C1C=C(O)C(=O)C=C1O.O=C1C=C(O)C(=O)C=C1O.O=C1C=C(O)C(=O)C=C1O.O=C1C=C(O)C(=O)C=C1O.O=C1C=C(O)C(=O)C=C1O.ClCCl.ClCCl.ClCCl.O
Gap between HOMO and LUMO in eV: 7.190

Structure (ORCA input):
```
! wB97M-V def2-TZVPD RIJCOSX def2/J DEFGRID3
* xyz 0 1
C -6.958 22.275 25.542
C -6.788 22.569 26.864
C -7.782 23.452 27.601
O -7.625 23.784 28.742
C -8.931 23.737 26.774
C -9.131 23.354 25.521
C -8.094 22.761 24.698
O -8.199 22.414 23.481
O -10.217 23.714 24.833
O -5.751 22.117 27.571
H -6.194 21.684 25.059
H -9.852 24.055 27.241
H -10.099 23.541 23.896
H -5.393 22.727 28.219
C -8.972 23.254 18.340
C -7.836 22.934 17.693
C -7.381 23.573 16.485
O -6.318 23.456 15.967
C -8.345 24.588 15.942
C -9.583 24.801 16.481
C -10.077 24.084 17.713
O -11.167 24.172 18.262
O -10.213 25.877 16.045
O -7.020 22.080 18.308
H -9.192 22.664 19.217
H -8.004 25.204 15.123
H -11.072 25.768 16.460
H -6.344 21.726 17.725
C -8.023 19.201 19.782
C -6.902 18.560 19.312
C -5.482 18.888 19.572
O -4.488 18.388 19.088
C -5.394 20.039 20.535
C -6.508 20.621 21.107
C -7.937 20.287 20.717
O -8.963 20.834 21.194
O -6.399 21.523 22.069
O -7.057 17.541 18.486
H -9.003 18.777 19.621
H -4.382 20.309 20.800
H -7.285 21.854 22.233
H -6.242 17.454 17.985
C -15.046 24.690 14.639
C -15.980 23.878 14.099
C -16.430 22.665 14.796
O -17.367 21.926 14.490
C -15.647 22.363 16.040
C -14.696 23.159 16.527
C -14.272 24.401 15.853
O -13.530 25.278 16.406
O -14.070 22.963 17.708
O -16.587 24.186 12.938
H -14.794 25.637 14.186
H -16.021 21.572 16.673
H -13.598 23.754 17.977
H -17.245 23.526 12.709
C -11.926 20.879 17.770
C -11.786 20.832 16.462
C -12.657 20.010 15.534
O -12.538 19.945 14.344
C -13.708 19.269 16.232
C -13.967 19.420 17.526
C -12.992 20.166 18.494
O -13.197 20.371 19.720
O -15.114 18.905 18.116
O -10.774 21.567 15.941
H -11.232 21.481 18.338
H -14.474 18.735 15.691
H -14.972 18.931 19.065
H -10.770 21.483 14.985
O -14.857 19.805 23.629
H -14.705 19.855 24.573
H -14.302 20.491 23.259
C -16.084 23.556 20.740
Cl -14.811 24.784 20.153
Cl -17.048 22.782 19.360
H -15.600 22.794 21.352
H -16.782 24.164 21.316
C -11.867 23.117 21.442
Cl -13.095 22.421 22.528
Cl -11.264 24.658 22.096
H -11.035 22.415 21.494
H -12.100 23.107 20.377
C -12.126 27.421 19.952
Cl -12.283 27.567 18.179
Cl -10.553 28.119 20.592
H -12.881 28.015 20.468
H -12.021 26.412 20.349
*
```

=====

No. 3
Formula: C30H33FeN7O4S2
Source: the OMol25 dataset
Level of theory: ωB97M-V/def2-TZVPD

Results
Maximum force in eV/Å: 3.11
Gap between HOMO and LUMO (alpha / beta) in eV: 8.254 / 7.218
⟨S²⟩: 8.7600

Structure (ORCA input):
```
! wB97M-V def2-TZVPD RIJCOSX def2/J DEFGRID3
* xyz 1 6
Fe 12.251 10.015 11.862
C 7.944 12.722 15.994
O 9.097 12.395 16.719
C 10.169 11.992 16.073
C 11.388 12.063 16.766
C 12.570 11.628 16.160
C 12.587 11.302 14.788
C 13.798 11.057 14.058
C 15.203 11.585 14.472
O 13.799 10.615 12.886
C 11.318 11.352 14.040
O 11.266 11.363 12.729
C 10.155 11.657 14.690
H 7.144 13.048 16.679
H 7.520 11.908 15.494
H 8.191 13.613 15.313
H 11.430 12.464 17.827
H 13.511 11.683 16.757
H 15.777 11.004 15.184
H 15.044 12.600 14.925
H 15.771 11.792 13.599
H 9.288 11.625 13.989
S 10.237 9.094 10.999
C 10.774 7.564 10.598
N 11.228 6.552 10.321
N 12.611 12.052 8.140
C 13.834 12.316 8.666
C 13.852 11.743 9.917
N 12.583 11.192 10.146
C 11.911 11.357 9.036
H 12.300 12.298 7.250
H 14.712 12.655 8.129
H 14.653 11.682 10.638
H 10.877 11.115 8.763
C 11.297 7.663 18.320
C 10.172 7.009 17.512
C 9.119 7.996 17.218
C 10.656 6.320 16.198
N 11.377 7.107 15.222
C 11.005 7.675 14.082
N 11.982 8.414 13.659
N 12.954 8.244 14.542
N 12.615 7.509 15.505
H 10.981 8.056 19.252
H 11.741 8.456 17.663
H 12.079 6.925 18.523
H 9.747 6.179 18.069
H 9.405 8.863 16.583
H 8.659 8.424 18.060
H 8.286 7.498 16.654
H 9.804 5.929 15.676
H 11.297 5.500 16.343
H 10.016 7.692 13.681
O 13.591 8.575 11.281
S 14.996 8.595 10.627
C 14.746 8.113 8.939
C 14.101 6.894 8.747
C 13.882 6.522 7.406
C 14.374 7.299 6.399
C 14.924 8.542 6.608
C 15.204 8.960 7.917
C 15.657 7.149 11.403
C 15.001 6.155 12.128
C 15.700 5.030 12.484
C 17.039 4.901 12.175
C 17.695 5.885 11.408
C 17.020 7.032 11.072
H 13.805 6.311 9.603
H 13.233 5.663 7.149
H 14.156 7.186 5.329
H 15.240 9.060 5.720
H 15.705 9.912 8.100
H 14.011 6.295 12.470
H 15.210 4.328 13.098
H 17.704 4.040 12.464
H 18.776 5.775 11.282
H 17.586 7.753 10.516
*
```

=====

No. 4
Formula: C21H42O7
Source: the OMol25 dataset
Level of theory: ωB97M-V/def2-TZVPD

Results
Maximum force in eV/Å: 2.39
Structure (SMILES): CC(C)=O.CC(C)=O.CC(C)=O.CC(C)=O.CC(C)=O.CC(C)=O.CC(C)=O
Gap between HOMO and LUMO in eV: 9.540

Structure (ORCA input):
```
! wB97M-V def2-TZVPD RIJCOSX def2/J DEFGRID3
* xyz 0 1
C -3.946 -18.670 -10.506
C -4.569 -19.995 -10.251
O -3.873 -21.010 -10.273
C -6.082 -20.030 -9.976
H -2.978 -18.591 -10.010
H -4.460 -17.813 -10.070
H -3.777 -18.459 -11.562
H -6.278 -19.356 -9.142
H -6.264 -21.059 -9.669
H -6.720 -19.789 -10.827
C -3.690 -14.649 -11.199
C -3.107 -14.186 -9.856
O -3.817 -13.771 -8.951
C -1.595 -14.276 -9.596
H -3.302 -15.616 -11.519
H -3.369 -13.916 -11.939
H -4.776 -14.687 -11.119
H -1.361 -13.594 -8.779
H -1.027 -13.963 -10.473
H -1.372 -15.326 -9.407
C -4.189 -13.160 -5.478
C -2.986 -13.350 -4.575
O -2.802 -12.524 -3.681
C -1.999 -14.435 -4.840
H -4.846 -13.967 -5.154
H -3.971 -13.140 -6.546
H -4.654 -12.207 -5.227
H -1.242 -14.514 -4.059
H -1.470 -14.253 -5.775
H -2.416 -15.435 -4.959
C -2.260 -19.763 -6.418
C -2.934 -18.513 -6.987
O -4.134 -18.372 -7.209
C -2.029 -17.350 -7.131
H -1.971 -19.592 -5.381
H -1.421 -20.074 -7.040
H -2.992 -20.570 -6.377
H -2.621 -16.504 -7.480
H -1.289 -17.698 -7.852
H -1.553 -17.084 -6.187
C -8.522 -22.271 -7.534
C -7.170 -22.462 -6.982
O -6.618 -23.545 -6.959
C -6.356 -21.270 -6.506
H -9.235 -22.983 -7.118
H -8.558 -22.406 -8.615
H -8.834 -21.250 -7.316
H -6.066 -21.388 -5.462
H -6.941 -20.352 -6.555
H -5.452 -21.104 -7.093
C -0.048 -17.060 -1.775
C -0.848 -17.997 -2.661
O -1.875 -17.635 -3.205
C -0.391 -19.442 -2.925
H -0.610 -16.914 -0.853
H 0.108 -16.053 -2.161
H 0.927 -17.416 -1.444
H 0.162 -19.390 -3.862
H -1.278 -20.064 -3.041
H 0.205 -19.883 -2.125
C -0.190 -19.769 -10.707
C -0.066 -18.265 -10.601
O -0.895 -17.490 -11.019
C 1.200 -17.763 -10.028
H 0.253 -20.287 -9.857
H 0.191 -20.178 -11.643
H -1.236 -20.075 -10.696
H 1.276 -17.953 -8.958
H 1.197 -16.685 -10.188
H 2.075 -18.126 -10.568
*
```

=====

No. 5
Formula: C4H5BO2
Source: the OMol25 dataset
Level of theory: ωB97M-V/def2-TZVPD

Results
Maximum force in eV/Å: 2.88
Gap between HOMO and LUMO (alpha / beta) in eV: 7.978 / 7.311
⟨S²⟩: 2.3982

Structure (ORCA input):
```
! wB97M-V def2-TZVPD RIJCOSX def2/J DEFGRID3
* xyz 0 3
B 1.537 0.200 -0.043
C -2.894 -0.445 0.889
C -2.233 0.267 -0.005
C 0.798 1.521 0.424
C -1.598 0.694 -1.001
O 2.832 0.132 0.278
O 0.752 -0.769 -0.689
H -2.678 -0.136 1.902
H 0.139 1.260 1.188
H -1.234 0.399 -1.920
H 3.115 -0.802 0.489
H 1.241 -1.518 -1.118
*
```

=====

No. 6
Formula: C2H2ClF2NO3S
Source: the OMol25 dataset
Level of theory: ωB97M-V/def2-TZVPD

Results
Maximum force in eV/Å: 3.42
Structure (SMILES): O=[S@](O)(Cl)=C(F)F.N=C=O
Gap between HOMO and LUMO (alpha / beta) in eV: 8.609 / 8.608

Structure (ORCA input):
```
! wB97M-V def2-TZVPD RIJCOSX def2/J DEFGRID3
* xyz 0 1
C 2.186 0.091 0.250
C -1.159 -0.655 -1.228
N 2.829 0.310 -0.730
O 1.764 -0.322 1.278
O -3.081 -0.249 0.742
O -0.941 -1.002 1.475
F -0.105 0.312 -1.453
F -2.103 -0.185 -2.006
S -1.712 -0.056 0.440
Cl -1.080 1.820 1.168
H 0.045 -0.844 1.533
H 3.359 0.779 -1.469
*
```